1.
Entry from the Open Molecules 2025 dataset: one molecule with the formula C2H8N4O2 in a non-equilibrium geometry (ωB97M-V/def2-TZVPD).

Cartesian coordinates (Å):
C1 0.55661 0.88101 -2.19976
C2 -0.03171 -0.51991 0.85830
H1 1.04700 0.05214 -2.73095
H2 1.35001 1.55669 -1.77201
H3 -0.03122 1.64353 -2.81926
H4 -0.99800 0.88719 -0.75930
H5 -1.57793 -0.67923 2.03955
H6 -2.32626 1.30031 0.77298
H7 0.78366 -0.78894 2.59999
H8 1.75407 -1.69937 0.36299
N1 -0.29911 0.35293 -1.21650
N2 0.42143 -0.41665 -0.31263
N3 -1.19517 0.00265 1.44909
N4 0.70936 -1.32677 1.80937
O1 -2.17415 0.37102 0.56398
O2 2.01139 -1.61660 1.35415

For the energy above the lowest of the compared OMol25 structures with the same formula, charge and spin, the calculation gives 7.113 eV. The gap between HOMO and LUMO comes out at 8.3 eV.

2.
Entry from the Open Molecules 2025 dataset: a 3-piece molecular cluster, C2H8N4O2 overall (ωB97M-V/def2-TZVPD).

Cartesian coordinates (Å):
N1 1.23663 -0.44253 -0.97394
C1 -1.53013 -0.19314 -0.33317
N2 -1.52782 -1.45248 0.17932
O1 0.94723 0.50566 -2.00816
O2 -1.67437 0.02404 -1.52595
H1 -0.03338 0.50384 -2.07014
H2 1.28505 -1.35783 -1.42929
H3 -1.53909 -2.21769 -0.47001
H4 -1.24391 -1.62765 1.12103
N3 -1.46095 0.80773 0.58661
C2 1.91849 1.08368 1.97322
N4 0.82366 1.07934 2.29189
H5 -0.97407 0.65663 1.46319
H6 -1.34655 1.73210 0.20001
H7 2.93600 1.10602 1.68576
H8 2.18319 -0.20770 -0.69038

For the energy above the lowest of the compared OMol25 structures with the same formula, charge and spin, the calculation gives 3.283 eV. The gap between HOMO and LUMO comes out at 9.7 eV.

3.
Entry from the Open Molecules 2025 dataset: an isolated ion of composition C2H8N5 and charge +1 in a non-equilibrium geometry (ωB97M-V/def2-TZVPD).

Cartesian coordinates (Å):
C1 3.23364 0.46113 0.22407
C2 -0.99969 0.63248 -0.51547
N1 2.11479 0.03716 -0.20859
N2 1.13106 -0.61372 -0.00484
N3 -0.11205 -0.45379 -0.22843
N4 -2.25457 0.78849 0.32206
N5 -0.84769 -1.68238 -0.19753
H1 4.09679 0.78671 -0.28512
H2 3.28258 0.39251 1.35793
H3 -0.45174 1.48385 -0.49229
H4 -2.20793 1.50569 1.09593
H5 -3.02679 0.98346 -0.37867
H6 -0.32213 -2.53035 -0.30985
H7 -1.21892 -1.64005 -1.09137
H8 -2.41732 -0.15119 0.71217

For the energy above the lowest of the compared OMol25 structures with the same formula, charge and spin, the calculation gives 7.270 eV. The gap between HOMO and LUMO (spin up / spin down) comes out at 7.6 / 7.6 eV. As for the total charge: +1.

4.
Entry from the Open Molecules 2025 dataset: C2H8N5 as an isolated structure in a non-equilibrium geometry (ωB97M-V/def2-TZVPD).

Cartesian coordinates (Å):
C1 2.54219 -0.44450 -0.11737
C2 -1.54015 -0.36511 -0.45855
N1 1.19892 -0.95255 -0.35335
N2 1.92576 0.75682 0.41739
N3 -2.61208 0.08844 0.37792
N4 -0.45470 0.60697 -0.00987
N5 0.76854 0.15586 0.07118
H1 3.34532 -0.96671 0.45636
H2 2.94945 -0.09426 -1.09706
H3 -1.23210 -1.31318 -0.18030
H4 -1.57105 -0.31303 -1.62673
H5 -3.15571 -0.74634 0.91516
H6 1.95803 1.49139 1.08083
H7 -3.34034 0.63502 0.00392
H8 -0.78207 1.46118 0.52047

For the energy above the lowest of the compared OMol25 structures with the same formula, charge and spin, the calculation gives 5.374 eV. The gap between HOMO and LUMO comes out at 10.2 eV. As for the total charge: +1.

5.
Entry from the Open Molecules 2025 dataset: an isolated ion of composition C2H8N5O and charge +1 in a non-equilibrium geometry (ωB97M-V/def2-TZVPD).

Cartesian coordinates (Å):
C1 0.41091 -0.05673 -0.72140
C2 1.04520 0.17719 0.59333
N1 0.06286 -0.15012 2.51040
N2 -0.65577 -1.69307 -2.14823
N3 -0.15116 1.91438 1.48933
N4 0.66883 -1.11571 -1.57298
N5 0.27958 0.67681 1.62812
O1 1.17910 1.01661 -0.50938
H1 -0.60343 0.26224 -0.86532
H2 1.94457 -0.51022 0.89765
H3 -0.57029 0.28099 3.29671
H4 -0.43469 -2.57423 -2.56878
H5 -0.83777 -1.20155 -2.99151
H6 0.24196 2.57034 0.66758
H7 -0.68235 2.29058 2.21674
H8 1.27793 -1.79951 -1.12129

For the energy above the lowest of the compared OMol25 structures with the same formula, charge and spin, the calculation gives 5.864 eV. The gap between HOMO and LUMO comes out at 7.8 eV. As for the total charge: +1.

6.
Entry from the Open Molecules 2025 dataset: an isolated ion of composition C2H8N5O and charge +1 in a non-equilibrium geometry (ωB97M-V/def2-TZVPD).

Cartesian coordinates (Å):
C1 -0.02232 1.21412 -0.23911
C2 0.72860 -0.05172 0.21216
N1 -1.19670 1.08715 -0.67083
N2 -0.25842 -1.15151 0.43124
N3 -0.94590 -1.06626 -1.65747
N4 1.52623 0.23802 1.33342
N5 -1.07020 -1.52565 -0.52525
O1 0.65797 2.34132 -0.14374
H1 1.35753 -0.37419 -0.62994
H2 -1.62182 1.95896 -0.97320
H3 -0.41449 -1.48081 1.37616
H4 -1.64114 -1.36295 -2.33939
H5 2.20685 -0.46042 1.59390
H6 1.50903 2.23088 0.31080
H7 -1.82707 -2.17089 -0.21659
H8 1.01185 0.57396 2.13784

For the energy above the lowest of the compared OMol25 structures with the same formula, charge and spin, the calculation gives 2.679 eV. The gap between HOMO and LUMO comes out at 9.2 eV. As for the total charge: +1.

7.
Entry from the Open Molecules 2025 dataset: C2H8N6 as an isolated structure in a non-equilibrium geometry (ωB97M-V/def2-TZVPD).

Cartesian coordinates (Å):
C1 1.58150 0.03291 -0.07881
C2 -1.92472 -0.06333 -0.17851
H1 0.95811 -1.26702 1.36816
H2 2.91680 -1.60124 0.41306
H3 3.47580 0.53297 -1.18291
H4 2.41096 1.96268 -0.05917
H5 -0.40367 -1.48704 -0.27449
H6 -1.62138 1.87087 0.14814
H7 -3.24840 0.96219 1.22728
H8 -3.49970 -0.87905 -0.80119
N1 1.83035 -1.20250 0.25433
N2 2.71812 0.75025 -0.36148
N3 0.31790 0.63853 -0.16460
N4 -0.53411 -0.30880 0.04838
N5 -2.46771 1.26469 0.13966
N6 -2.50982 -1.20611 -0.49784

For the energy above the lowest of the compared OMol25 structures with the same formula, charge and spin, the calculation gives 7.600 eV. The gap between HOMO and LUMO comes out at 7.2 eV.

8.
Entry from the Open Molecules 2025 dataset: a 2-piece molecular cluster, C2H8NO overall in a non-equilibrium geometry (ωB97M-V/def2-TZVPD).

Cartesian coordinates (Å):
O1 -2.08998 0.69214 1.63873
H1 -1.64560 0.95774 2.34163
C1 -0.57482 0.10732 -0.43735
C2 0.59909 -0.93833 -0.49788
N1 1.83244 -0.01039 -0.62472
H2 -1.31242 0.15704 0.62637
H3 -0.37381 1.12831 -0.07031
H4 -1.45682 0.06911 -1.18402
H5 0.73980 -1.72569 0.25801
H6 0.62230 -1.61584 -1.41054
H7 1.56782 0.91088 -0.90667
H8 2.09200 0.26772 0.26675

For the energy above the lowest of the compared OMol25 structures with the same formula, charge and spin, the calculation gives 2.459 eV. The gap between HOMO and LUMO comes out at 7.0 eV. As for the total charge: -1.

9.
Entry from the Open Molecules 2025 dataset: a 2-piece molecular cluster, C2H8NO overall (ωB97M-V/def2-TZVPD).

Cartesian coordinates (Å):
O1 1.93924 -1.63178 -0.64624
H1 2.69235 -1.40918 -1.20408
C1 -0.70215 1.21398 -0.54955
N1 0.23082 0.39737 0.16466
C2 -0.41987 -0.52606 1.05638
H2 -0.24349 1.80533 -1.35013
H3 -1.52789 0.63871 -1.02397
H4 -1.16430 1.95243 0.13152
H5 0.93441 -0.11431 -0.40488
H6 -0.94644 0.02403 1.84030
H7 0.33237 -1.18338 1.47608
H8 -1.12506 -1.16714 0.50991

For the energy above the lowest of the compared OMol25 structures with the same formula, charge and spin, the calculation gives 0.511 eV. The gap between HOMO and LUMO comes out at 7.0 eV. As for the total charge: -1.

10.
Entry from the Open Molecules 2025 dataset: a 2-piece molecular cluster, C2H8NO overall in a non-equilibrium geometry (ωB97M-V/def2-TZVPD).

Cartesian coordinates (Å):
N1 1.91389 0.95170 1.38155
H1 2.25464 0.35637 2.18070
H2 1.42173 1.80607 1.71917
H3 1.27438 0.30177 0.86344
H4 2.72072 1.16954 0.75253
O1 -0.91814 0.59192 0.26575
C1 -1.62234 -0.16430 -0.35436
C2 -1.15859 -1.00840 -1.50513
H5 -2.65049 -0.33503 0.00331
H6 -1.78108 -0.89688 -2.39107
H7 -0.14176 -0.74730 -1.79309
H8 -1.31295 -2.02546 -1.12280

For the energy above the lowest of the compared OMol25 structures with the same formula, charge and spin, the calculation gives 1.690 eV. The gap between HOMO and LUMO (spin up / spin down) comes out at 4.7 / 11.2 eV. As for the spin multiplicity: 2.

11.
Entry from the Open Molecules 2025 dataset: a 2-piece molecular cluster, C2H8NO overall in a non-equilibrium geometry (ωB97M-V/def2-TZVPD).

Cartesian coordinates (Å):
C1 1.21673 0.93012 0.65410
C2 0.84721 -1.12456 -0.53816
N1 0.37343 -0.07584 -0.01299
H1 2.16868 0.95411 0.15693
H2 1.38068 0.62115 1.68132
H3 0.73593 1.88802 0.56898
H4 1.90462 -1.34770 -0.44537
H5 0.23874 -1.86028 -1.06665
H6 -0.58793 0.16139 -0.30014
H7 -2.68774 0.73262 -0.12283
H8 -3.16444 -0.72884 -0.16814
O1 -2.42591 -0.15017 -0.40704

For the energy above the lowest of the compared OMol25 structures with the same formula, charge and spin, the calculation gives 0.819 eV. The gap between HOMO and LUMO comes out at 11.4 eV. As for the total charge: +1.

12.
Entry from the Open Molecules 2025 dataset: a 2-piece molecular cluster, C2H8NO overall in a non-equilibrium geometry (ωB97M-V/def2-TZVPD).

Cartesian coordinates (Å):
N1 -2.12502 0.73448 1.05294
H1 -2.77434 0.07203 1.60569
H2 -2.71584 1.42282 0.59077
H3 -1.67555 1.24625 1.85617
H4 -1.32043 0.32194 0.40129
O1 -0.00863 0.39823 -0.02246
C1 0.80960 -0.51785 -0.15303
C2 1.89113 -0.75186 -1.16782
H5 0.72351 -1.48116 0.53686
H6 1.75082 -1.72779 -1.57920
H7 2.90382 -0.60710 -0.74381
H8 1.84771 0.04409 -1.93357

For the energy above the lowest of the compared OMol25 structures with the same formula, charge and spin, the calculation gives 0.839 eV. The gap between HOMO and LUMO comes out at 11.4 eV. As for the total charge: +1.

Number 1: E_tot -450.32411 Eh. Number 2: E_tot -450.46485 Eh. Number 3: E_tot -354.28956 Eh. Number 4: E_tot -354.35924 Eh. Number 5: E_tot -429.56968 Eh. Number 6: E_tot -429.68675 Eh. Number 7: E_tot -409.25734 Eh. Number 8: E_tot -210.89387 Eh. Number 9: E_tot -210.96548 Eh. Number 10: E_tot -210.86813 Eh. Number 11: E_tot -210.72300 Eh. Number 12: E_tot -210.72228 Eh.